# C29H45N12O3ReS

C29H45N12O3ReS as an isolated structure at a distorted geometry (ωB97M-V with the def2-TZVPD basis set, OMol25).

Computed properties:
* charge: +3
* energy relative to the best compared isomer or geometry (same formula, charge and spin): 0.9637 eV
* E_LUMO (spin up / spin down): -9.217 / -10.764 eV
* M: 828.03 g mol⁻¹
* multiplicity: 4
* <S²>: 3.948

The geometry in XYZ format:
```
91
Properties=species:S:1:pos:R:3:forces:R:3
Re -1.544 0.174 0.930 -1.19 2.30 -3.81
C 2.698 5.050 -2.966 -0.86 -0.40 -0.87
C 1.828 3.960 -2.336 2.40 1.04 -0.17
O 2.050 2.766 -2.574 -0.97 0.66 0.19
N 0.928 4.402 -1.427 -0.20 -0.75 1.35
C 0.284 3.360 -0.662 -0.27 -0.86 0.45
C -1.034 2.983 -1.370 -0.27 0.28 2.24
C -1.527 3.664 -2.486 1.79 -0.73 -0.21
C -2.804 3.383 -2.889 -1.05 0.47 -1.10
C -3.662 2.680 -2.060 1.06 -0.45 0.00
C -3.141 2.089 -0.911 -1.29 0.33 -0.79
N -1.835 2.176 -0.586 -0.91 -0.37 -0.23
H 3.753 4.841 -2.755 -0.32 0.02 -0.10
H 2.427 6.070 -2.649 0.12 -0.48 -0.09
H 2.518 4.953 -4.068 0.42 0.26 0.82
H 0.995 5.308 -0.964 0.23 -0.25 -0.78
H 0.062 3.625 0.433 0.26 0.09 -1.71
H 0.978 2.473 -0.574 -0.85 1.09 -0.21
H -0.833 4.252 -3.125 -0.71 -0.36 0.78
H -3.171 3.752 -3.867 0.23 -0.14 0.80
H -4.646 2.494 -2.415 -0.82 -0.06 0.25
H -3.903 1.566 -0.277 1.25 0.24 -0.28
N -0.784 -0.614 -2.382 -0.01 -0.27 0.18
C -1.847 -1.294 -1.924 -0.61 0.33 -2.03
N -2.433 -2.212 -2.741 0.44 1.51 2.03
C -3.639 -2.589 -2.277 -0.28 -2.11 -3.29
N -4.338 -3.452 -3.072 1.24 1.62 1.68
N -4.238 -2.207 -1.159 -0.76 0.35 1.45
C -3.604 -1.376 -0.403 0.61 -0.85 -1.27
N -2.372 -0.855 -0.745 -0.57 -0.68 1.75
C -4.239 -1.017 0.856 -0.46 0.72 2.33
C -5.472 -1.534 1.284 0.30 0.63 -0.49
C -5.982 -1.052 2.495 0.99 0.77 0.13
C -5.303 -0.051 3.214 -1.38 -0.09 0.54
C -4.050 0.352 2.797 -0.34 -1.17 -0.31
N -3.522 -0.160 1.681 -0.56 -0.52 -1.89
H -0.488 -0.767 -3.336 0.04 -0.11 0.11
H -0.396 0.175 -1.869 -0.40 -0.41 -0.34
H -4.089 -3.516 -4.025 0.45 -0.36 -0.90
H -5.234 -3.769 -2.790 -0.73 -0.14 0.27
H -6.058 -2.192 0.628 0.50 0.16 0.45
H -6.889 -1.415 2.925 -0.61 -0.26 -0.13
H -5.832 0.409 4.093 0.98 -0.58 -0.88
H -3.401 0.950 3.389 0.16 0.70 0.29
C -0.489 2.096 4.582 -0.62 -0.13 0.80
C -0.789 1.175 3.475 -0.36 -0.94 -1.86
N -1.284 1.582 2.239 -0.20 1.49 3.48
O -1.855 2.926 2.267 1.36 -2.33 0.72
C -0.634 -0.248 3.555 -0.27 0.06 0.57
C -0.113 -1.019 4.760 0.20 -0.99 -2.02
N -1.032 -0.937 2.429 0.27 -2.87 4.09
O -1.106 -2.236 2.476 0.11 2.84 -0.63
H -0.818 3.093 4.312 0.60 0.25 0.02
H 0.572 1.992 4.901 -0.74 0.32 -0.21
H -1.151 1.827 5.437 0.60 -0.02 -0.29
H -2.175 3.036 1.374 -0.17 0.16 -0.93
H 0.849 -1.410 4.352 -0.28 0.15 0.85
H -0.707 -1.922 4.971 -0.01 0.42 -0.30
H -0.002 -0.490 5.681 0.23 0.71 0.23
C 6.592 0.318 -2.471 0.39 -0.30 0.65
C 5.961 -0.329 -1.228 -0.39 0.31 0.40
C 4.553 0.253 -0.931 0.37 -0.36 -1.12
C 3.562 0.021 -2.095 2.10 -2.48 -1.24
N 2.201 0.176 -1.667 -1.63 0.12 2.06
C 1.595 -0.525 -0.693 -0.24 -1.93 0.43
S 0.695 0.355 0.678 2.19 -0.37 -2.21
N 1.740 -1.872 -0.508 1.29 1.09 -1.88
C 0.771 -2.919 -0.145 -1.18 -0.65 -0.40
C 1.506 -4.211 0.253 0.00 -0.30 0.41
C 2.521 -4.002 1.406 1.18 0.69 -1.29
C 2.693 -5.141 2.375 -0.11 -0.59 0.14
H 7.511 -0.214 -2.750 -0.09 0.40 0.17
H 6.788 1.389 -2.326 0.07 -0.31 -0.07
H 5.925 0.194 -3.313 -0.18 0.08 -0.29
H 6.529 -0.247 -0.269 -0.05 0.18 -0.99
H 5.869 -1.402 -1.409 -0.08 -0.13 0.01
H 4.659 1.343 -0.842 -0.26 -0.31 0.82
H 4.145 -0.320 -0.090 0.06 0.74 0.36
H 3.794 -1.031 -2.513 -0.76 1.26 0.60
H 3.743 0.670 -2.952 -0.26 0.16 0.26
H 1.876 1.148 -1.776 0.32 0.05 0.15
H 2.508 -2.313 -1.065 -0.79 0.78 0.33
H -0.001 -3.163 -0.952 1.45 0.49 0.18
H 0.088 -2.567 0.614 0.37 0.18 0.82
H 1.890 -4.763 -0.639 0.03 0.62 0.59
H 0.770 -4.891 0.678 -0.43 0.01 -0.21
H 2.180 -3.141 1.964 -0.09 0.53 0.18
H 3.553 -3.734 0.985 -1.34 -0.21 0.56
H 1.754 -5.600 2.736 0.29 0.64 0.09
H 3.357 -4.837 3.189 -0.39 -0.04 0.13
H 3.202 -5.952 1.900 0.43 -0.63 -0.43
```
Positions in Å, forces in eV/Å.

=====

# C29H46BeBrN3P2

C29H46BeBrN3P2 as an isolated structure at a distorted geometry (ωB97M-V with the def2-TZVPD basis set, OMol25).

Computed properties:
* charge: +2
* energy relative to the best compared isomer or geometry (same formula, charge and spin): 2.2061 eV
* E_LUMO: -7.538 eV
* M: 587.57 g mol⁻¹
* multiplicity: 1

The geometry in XYZ format:
```
82
Properties=species:S:1:pos:R:3:forces:R:3
N -0.533 5.148 -7.534 -0.01 -0.01 -0.15
C -0.958 3.891 -7.515 0.40 -0.29 1.28
C -0.675 3.009 -6.467 0.80 -0.10 0.90
C 0.094 3.462 -5.347 1.08 1.09 -0.24
C 0.505 4.823 -5.386 0.17 -0.09 0.03
C 0.180 5.598 -6.510 0.23 0.09 0.74
C 0.375 2.613 -4.166 -1.15 -0.60 -1.16
Be 0.729 1.142 -1.880 -0.29 -0.13 2.70
P -1.742 0.759 3.872 -0.37 -0.25 1.58
C 0.503 2.937 -2.828 0.87 0.82 -0.43
C -0.624 2.626 -1.903 -2.21 -0.87 1.03
C -0.989 3.563 -0.882 -1.29 -0.53 -0.03
C -2.266 3.468 -0.253 0.23 -0.16 0.12
C -3.227 2.443 -0.552 2.60 -0.17 -0.60
C -2.805 1.446 -1.469 1.38 1.11 0.48
C -1.526 1.519 -2.111 -0.47 1.25 -0.25
Br -4.803 2.300 0.441 -0.16 0.33 -0.74
H 0.293 1.535 -4.391 -0.97 0.40 -0.08
H 0.995 3.904 -2.584 -0.72 -0.57 -0.18
H -1.035 1.986 -6.494 0.03 0.08 -0.08
H 1.122 5.282 -4.584 -0.55 -0.45 -0.62
H -1.545 3.550 -8.337 -0.31 -0.11 -0.53
H 0.504 6.643 -6.571 -0.09 -0.44 0.05
H -0.323 4.406 -0.640 -0.55 -0.53 -0.17
H -1.261 0.774 -2.903 -0.64 0.82 0.61
H -2.546 4.179 0.558 0.41 -0.43 -0.87
H -3.424 0.594 -1.636 -0.46 -0.35 -0.26
P 2.092 1.591 0.124 0.38 0.12 -1.43
C -3.416 0.707 3.151 -0.21 0.52 -0.04
C -4.287 1.304 4.279 -0.80 -0.01 -0.20
H -3.701 -0.314 2.862 0.09 0.02 0.61
H -3.485 1.238 2.182 0.14 0.03 0.89
H -5.359 1.298 4.020 0.32 0.18 0.07
H -4.184 0.741 5.223 0.06 0.08 -0.56
H -3.980 2.337 4.524 -0.17 -0.34 -0.26
C -0.970 2.331 3.335 0.33 0.53 -0.49
C -0.715 3.305 4.521 0.14 0.03 -0.11
H -1.536 2.829 2.524 0.10 -0.19 0.27
H 0.007 2.046 2.906 -0.38 0.09 0.18
H -0.457 4.320 4.160 -0.07 -0.49 0.10
H -1.589 3.417 5.193 0.46 -0.23 -0.39
H 0.145 2.926 5.106 -0.57 0.24 -0.09
C -0.941 -0.626 3.043 0.74 -0.36 -0.64
C -0.553 -1.755 4.019 0.30 -0.31 -0.07
H -0.044 -0.229 2.553 0.07 -0.17 -0.12
H -1.614 -1.000 2.260 0.28 -0.02 -0.02
H 0.403 -2.208 3.723 -0.23 -0.01 0.00
H -0.423 -1.406 5.050 -0.12 0.08 -0.28
H -1.298 -2.557 4.031 0.07 0.21 0.05
C 2.994 0.339 1.166 -0.36 -0.72 0.28
C 4.454 0.020 0.797 -0.06 -0.04 0.07
H 2.372 -0.581 1.149 0.43 0.40 0.09
H 2.966 0.692 2.219 -0.18 -0.01 -0.69
H 4.522 -0.653 -0.069 0.05 0.30 0.16
H 5.022 0.941 0.602 -0.04 -0.38 0.05
H 4.942 -0.501 1.636 -0.22 0.22 -0.30
C 1.987 3.017 1.251 -0.30 0.29 0.41
C 2.270 4.377 0.639 -0.02 0.39 -0.07
H 2.657 2.837 2.101 -0.02 -0.06 -0.26
H 0.971 2.991 1.667 0.31 0.14 -0.10
H 3.144 4.373 -0.014 -0.02 0.07 0.13
H 1.411 4.729 0.065 0.20 0.06 -0.06
H 2.448 5.122 1.420 -0.05 -0.14 -0.06
C 3.242 2.101 -1.264 0.77 0.17 0.48
C 3.309 1.071 -2.390 0.44 -0.06 0.20
H 4.266 2.220 -0.873 -0.35 0.32 -0.27
H 2.895 3.061 -1.689 0.21 -0.40 0.48
H 3.854 1.482 -3.258 -0.50 -0.16 0.20
H 3.879 0.185 -2.065 -0.54 0.15 -0.24
H 2.285 0.766 -2.733 0.73 -0.20 -0.26
C -1.637 -3.605 -1.646 -0.29 -0.58 0.00
N -0.631 -2.537 -1.443 0.70 0.89 0.27
C 0.742 -2.712 -1.271 -0.39 0.25 -0.47
C 1.306 -1.463 -1.263 -0.73 -0.41 -0.74
N 0.308 -0.501 -1.526 -0.23 -1.32 0.37
C -0.862 -1.200 -1.503 1.72 -1.29 -1.33
H -1.727 -3.921 -2.707 0.34 0.50 0.56
H -1.387 -4.517 -1.065 0.04 0.80 -0.19
H -2.621 -3.251 -1.317 0.37 -0.01 -0.02
H 1.188 -3.706 -1.348 -0.14 0.49 0.49
H 2.359 -1.219 -1.180 -0.33 0.03 -0.05
H -1.823 -0.872 -1.816 -0.41 0.40 0.30
```
Positions in Å, forces in eV/Å.

=====

# C29H46BiClN4O4

C29H46BiClN4O4 as an isolated structure at a distorted geometry (ωB97M-V with the def2-TZVPD basis set, OMol25).

Computed properties:
* charge: 0
* energy relative to the best compared isomer or geometry (same formula, charge and spin): 1.3485 eV
* E_LUMO: 0.289 eV
* M: 759.14 g mol⁻¹
* multiplicity: 1

The geometry in XYZ format:
```
85
Properties=species:S:1:pos:R:3:forces:R:3
O 1.744 -0.432 -4.035 -1.48 1.41 -0.11
C 0.681 0.169 -4.177 -0.95 -1.45 0.68
C 0.408 1.637 -4.225 0.16 0.07 0.37
C 0.627 2.501 -3.145 0.38 0.53 -0.48
H 0.700 2.090 -2.136 0.49 0.16 -0.19
C 0.658 3.886 -3.386 -0.37 -0.31 -0.19
H 0.888 4.582 -2.565 -0.19 -0.38 -0.45
C 0.370 4.368 -4.676 -0.10 -0.47 -0.24
H 0.471 5.435 -4.884 -0.12 -0.33 0.06
C -0.105 3.493 -5.686 0.18 0.09 0.99
H -0.423 3.874 -6.662 0.05 -0.12 0.49
C -0.158 2.120 -5.404 0.18 0.50 -0.45
H -0.650 1.420 -6.088 0.57 0.21 -0.02
H -0.309 -0.397 -4.245 1.05 0.06 -0.27
C -2.114 -1.424 -2.327 -1.57 -1.54 0.49
C -1.954 -0.181 -1.571 1.83 2.11 -2.84
H -2.626 -1.292 -3.279 -0.19 0.24 -0.13
H -2.672 -2.198 -1.789 0.22 -0.33 0.01
H -1.116 -1.801 -2.569 -0.06 -0.22 0.07
C -2.454 0.999 -1.988 -0.80 0.09 -0.24
C -3.952 1.119 -2.156 -0.58 -0.64 -0.97
H -1.788 1.839 -2.250 -0.56 0.28 1.43
H -4.317 1.005 -3.187 0.05 0.23 -0.05
H -4.400 2.044 -1.760 0.46 -0.17 -0.08
H -4.390 0.274 -1.598 0.03 0.44 -0.13
Bi -0.792 -0.090 0.268 1.07 1.91 1.77
Cl -3.139 -0.784 0.962 -0.66 -0.28 0.40
C -1.339 0.440 3.431 1.07 -0.68 -1.54
O -0.540 -0.239 2.734 -1.14 0.87 2.09
N -1.438 0.270 4.741 -0.26 -0.09 1.16
C -0.719 -0.841 5.349 0.01 0.11 -0.06
C -2.293 1.075 5.609 -0.11 -0.08 -0.09
H -1.995 1.198 2.961 0.19 -0.07 0.32
H -0.081 -1.262 4.567 -0.09 -0.01 0.34
H -1.427 -1.598 5.704 0.09 0.08 -0.01
H -0.120 -0.484 6.191 -0.03 -0.06 -0.08
H -2.642 1.961 5.070 0.09 -0.16 0.02
H -1.741 1.399 6.506 -0.03 -0.07 -0.39
H -3.174 0.514 5.963 0.27 0.04 -0.21
H 4.926 1.582 -2.313 -0.19 0.04 -0.08
H 4.828 2.283 0.101 -0.10 -0.12 0.01
C 3.832 1.658 -2.249 0.41 -0.10 0.00
C 3.771 2.018 0.215 -0.16 0.22 -0.08
N 3.380 1.219 -0.940 0.00 -0.19 -0.21
H 3.365 1.026 -3.010 0.17 0.20 0.04
C 2.499 0.213 -0.847 -0.81 0.46 1.58
O 1.756 0.049 0.148 1.90 -0.40 -1.39
H 3.630 1.446 1.137 -0.04 0.14 -0.30
H 2.474 -0.475 -1.702 -0.05 0.32 -0.16
H 3.545 2.707 -2.422 -0.01 -0.32 0.05
H 3.191 2.951 0.273 0.08 -0.30 0.04
H 0.111 -5.564 0.585 -0.09 0.08 -0.08
H 2.238 -5.479 -1.132 -0.04 0.09 -0.05
C -0.385 -5.032 -0.234 0.11 -0.02 -0.03
C 1.593 -4.845 -1.750 -0.06 0.06 0.08
N 0.583 -4.191 -0.934 0.30 -0.61 -0.25
H -1.188 -4.408 0.166 0.21 -0.12 -0.12
C 0.556 -2.882 -0.790 -2.26 1.33 1.78
O -0.316 -2.332 -0.040 2.26 -2.69 -1.97
H 2.196 -4.076 -2.237 -0.01 -0.18 -0.02
H 1.290 -2.286 -1.356 -0.14 -0.29 0.12
H -0.783 -5.767 -0.939 0.00 0.09 0.08
H 1.115 -5.474 -2.506 0.06 0.11 0.02
C -4.754 2.303 1.585 0.11 -0.02 -0.11
N -3.448 2.866 1.864 0.35 -0.02 0.33
C -3.529 3.984 2.787 -0.09 -0.07 -0.04
C -2.681 3.173 0.656 -0.40 0.11 -0.15
C -1.235 3.401 0.985 0.26 1.14 -0.24
C -0.774 4.710 1.215 -0.29 -0.29 0.13
C 0.497 4.912 1.750 0.28 0.01 -0.02
C 1.304 3.807 2.034 -0.37 -0.43 0.06
C 0.845 2.507 1.721 1.09 1.04 0.34
C -0.374 2.328 1.125 -1.26 -1.33 -0.77
H -5.281 2.175 2.537 -0.02 -0.06 -0.24
H -4.622 1.321 1.115 -0.17 0.28 0.04
H -5.358 2.960 0.930 -0.03 -0.08 0.08
H -2.534 4.281 3.142 -0.23 -0.08 -0.11
H -4.012 4.870 2.328 0.05 -0.06 0.10
H -4.138 3.669 3.644 0.15 0.18 -0.08
H -2.787 2.322 -0.030 0.03 0.25 0.24
H -3.098 4.076 0.158 -0.06 -0.15 -0.02
H -1.444 5.551 1.001 0.29 -0.19 0.18
H 0.847 5.925 1.967 -0.07 -0.31 -0.10
H 2.285 3.930 2.496 -0.19 0.11 -0.05
H 1.482 1.648 1.937 -0.11 0.21 -0.10
```
Positions in Å, forces in eV/Å.